Formula: C27H52BCl20N3O4
Source: the OMol25 dataset
Level of theory: ωB97M-V with the def2-TZVPD basis set

```
107
Properties=species:S:1:pos:R:3:forces:R:3:mulliken_charge:R:1
C 0.9412 -0.3920 0.6492 -0.4 0.5 0.8 0.019
C 0.7575 1.1486 0.8985 -0.4 -0.5 0.0 -0.353
N 0.5305 1.9306 -0.3773 0.7 -0.4 1.5 -0.772
N -0.3746 2.9424 -0.0202 -0.8 -0.3 -1.0 0.622
C -1.7313 2.8121 -0.3761 0.5 4.5 3.0 -0.376
C -2.2831 4.0199 0.2248 -0.2 -2.4 -1.5 -0.487
B -3.8514 4.2645 0.0988 0.3 0.6 -0.2 0.789
O -4.4145 5.4000 0.7421 0.2 -1.9 0.1 -0.574
O -4.5845 3.3083 -0.6347 0.6 0.5 1.5 -0.589
C -5.2379 2.4445 0.3447 -0.2 0.2 0.7 -0.609
N -1.2583 4.7346 0.8604 1.0 -2.5 -0.6 0.291
C -0.0531 4.0619 0.7129 -1.9 -0.7 -1.0 0.635
C 1.3827 4.3965 1.2230 2.8 1.3 3.3 -0.041
O 2.3680 4.2811 0.4823 -1.6 -0.5 -1.3 -0.570
O 1.5133 4.7605 2.4514 -2.4 -0.8 -2.2 -0.736
H 1.5708 -0.6383 -0.2424 -0.6 0.2 0.7 0.296
H -0.0949 -0.8327 0.5918 1.2 0.3 -0.4 0.203
H 1.3994 -0.8338 1.5873 -0.6 0.8 -1.8 -0.490
H -0.2055 1.2637 1.4846 1.2 -0.2 -0.2 0.210
H 1.5888 1.6434 1.4604 -0.6 -0.5 -0.6 0.285
H 0.1139 1.3294 -1.0905 -0.2 0.4 0.3 0.280
H -2.2249 1.9941 -0.9368 0.7 0.8 0.5 0.486
H -4.2743 5.2393 1.6959 0.0 0.7 -0.4 0.319
H -4.4815 1.9090 0.9913 -0.6 0.4 -0.8 0.310
H -5.8366 3.0903 1.0527 0.3 -0.8 -0.9 0.291
H -5.8779 1.6954 -0.1806 0.5 0.8 0.4 0.203
H -1.3770 5.5963 1.3859 0.2 -0.3 -0.2 0.316
Cl -0.6730 -3.2623 1.3387 0.0 -0.1 0.0 -0.139
C -1.8764 -4.4269 0.7250 0.0 -0.1 0.2 -0.168
C -2.4907 -3.9737 -0.5785 0.2 -0.2 0.0 -0.545
Cl -3.5356 -2.5424 -0.3699 -0.1 0.1 0.0 -0.154
H -2.6333 -4.5706 1.4993 0.4 0.3 -0.3 -0.056
H -1.3556 -5.3743 0.5779 0.0 0.0 -0.1 0.342
H -3.1178 -4.7664 -0.9859 0.1 0.0 0.1 0.278
H -1.7280 -3.7302 -1.3177 -0.1 0.1 0.1 0.408
Cl 4.4039 1.4543 -1.4920 0.0 -0.1 0.0 -0.198
C 5.1496 3.0552 -1.2523 -0.1 0.3 0.0 -0.324
C 6.1582 3.3808 -2.3294 -0.2 0.2 0.0 -0.345
Cl 7.6142 2.3532 -2.2262 0.1 0.0 0.0 -0.239
H 5.6016 3.0720 -0.2614 0.0 -0.1 -0.1 0.317
H 4.3402 3.7867 -1.2682 0.0 -0.1 0.0 0.156
H 6.4923 4.4135 -2.2222 0.0 -0.1 0.1 0.352
H 5.7315 3.2625 -3.3262 0.0 -0.1 0.1 0.287
Cl -4.3873 -6.0258 1.8232 -0.4 -0.4 0.1 -0.093
C -5.4504 -6.0306 0.3915 -0.2 0.1 0.0 -0.286
C -5.8189 -7.4329 -0.0320 -0.2 0.0 -0.1 -0.566
Cl -4.4185 -8.3185 -0.6838 0.0 0.0 0.1 -0.136
H -4.9465 -5.4904 -0.4081 0.0 -0.1 0.1 0.140
H -6.3490 -5.4748 0.6620 0.0 -0.1 0.0 0.307
H -6.5693 -7.3969 -0.8227 0.1 0.1 0.0 0.354
H -6.2279 -8.0076 0.7986 0.1 0.1 0.0 0.316
Cl -7.7935 -0.3962 1.5645 0.0 0.0 0.0 -0.182
C -6.8541 -0.8143 3.0201 0.1 -0.1 0.1 -0.444
C -6.8599 0.2999 4.0427 -0.1 -0.2 0.1 -0.462
Cl -5.9414 1.7234 3.4895 0.0 0.0 0.1 -0.143
H -5.8407 -1.0654 2.7074 -0.1 0.1 0.0 0.284
H -7.3108 -1.7086 3.4458 0.0 0.1 0.0 0.306
H -6.3886 -0.0426 4.9646 0.0 0.0 -0.1 0.319
H -7.8735 0.6229 4.2786 0.1 0.0 -0.1 0.329
Cl 2.0357 -1.8300 3.3065 0.3 -0.4 0.8 -0.186
C 3.1467 -1.3132 4.6022 0.1 0.1 0.2 -0.500
C 4.5818 -1.2482 4.1308 0.0 0.2 0.0 -0.389
Cl 5.2504 -2.8635 3.7883 0.0 0.0 0.0 -0.185
H 3.0311 -2.0001 5.4402 0.0 0.0 -0.1 0.357
H 2.8181 -0.3245 4.9245 0.1 0.0 -0.1 0.272
H 5.2055 -0.8053 4.9079 -0.1 0.0 0.0 0.309
H 4.6799 -0.6435 3.2294 -0.1 -0.1 0.0 0.300
Cl 5.7263 1.8194 -6.4387 0.0 0.0 0.0 -0.195
C 7.3735 2.3826 -6.0573 0.1 0.1 0.1 -0.035
C 7.7121 3.6759 -6.7614 0.0 0.0 0.2 -0.390
Cl 7.8706 3.4640 -8.5253 0.0 0.0 -0.1 -0.205
H 8.0713 1.5882 -6.3205 -0.1 0.1 -0.1 0.390
H 7.4157 2.5298 -4.9782 0.0 0.0 -0.1 -0.134
H 8.6698 4.0519 -6.4010 0.0 -0.1 0.0 0.251
H 6.9563 4.4404 -6.5798 0.0 -0.1 -0.1 0.312
Cl -0.6467 -8.7808 2.2633 0.0 0.0 0.0 -0.173
C -1.5102 -10.3323 2.1154 -0.1 -0.1 0.1 -0.466
C -1.0993 -11.0997 0.8781 0.0 -0.1 0.1 -0.435
Cl -1.6506 -10.3039 -0.6158 0.1 0.0 -0.1 -0.167
H -2.5801 -10.1248 2.1202 0.1 0.1 -0.1 0.294
H -1.2713 -10.9135 3.0069 0.1 0.0 -0.1 0.324
H -1.5490 -12.0932 0.8929 0.0 0.1 0.0 0.288
H -0.0175 -11.2170 0.8198 -0.1 0.1 0.0 0.333
Cl -3.9538 -7.7344 5.2747 0.0 0.0 0.0 -0.150
C -4.3205 -6.3951 6.3907 0.0 0.1 0.1 -0.500
C -5.7921 -6.0467 6.4006 0.0 0.0 0.2 -0.445
Cl -6.3179 -5.3124 4.8649 0.0 0.0 0.0 -0.144
H -3.7089 -5.5399 6.1042 -0.1 -0.1 -0.1 0.306
H -4.0108 -6.7179 7.3853 -0.1 0.0 0.0 0.333
H -5.9941 -5.3177 7.1862 0.1 0.0 -0.1 0.293
H -6.4105 -6.9248 6.5845 0.1 0.0 -0.1 0.313
Cl 8.5782 6.5714 -4.9579 0.0 0.0 0.0 -0.157
C 8.9208 7.1090 -6.6228 0.1 0.0 -0.2 -0.376
C 8.0854 8.3048 -7.0187 0.1 0.1 0.0 -0.443
Cl 6.3602 7.8925 -7.1837 0.0 0.0 0.0 -0.178
H 8.7533 6.2650 -7.2924 -0.1 0.1 0.1 0.185
H 9.9795 7.3680 -6.6598 -0.1 0.1 0.0 0.359
H 8.4156 8.6811 -7.9875 0.0 -0.1 0.0 0.295
H 8.1724 9.1121 -6.2920 -0.1 -0.1 0.0 0.322
Cl 0.2527 4.4918 -2.5175 0.1 -0.1 -0.2 -0.065
C -0.0196 6.0992 -3.2076 0.0 0.0 -0.4 -0.547
C 0.1605 7.1674 -2.1689 0.3 0.4 -0.1 -0.501
Cl -1.1218 7.0972 -0.9430 -0.2 0.4 -0.1 -0.154
H -1.0192 6.1194 -3.6415 0.0 0.0 0.1 0.312
H 0.7024 6.2363 -4.0136 0.0 0.0 0.1 0.331
H 0.1126 8.1526 -2.6342 -0.1 -0.1 0.0 0.358
H 1.1207 7.0789 -1.6602 -0.1 -0.1 0.0 0.310
```
Forces are in eV/Å.

For the orbital gap, the calculation gives 8.204 eV. The value obtained for the electronic energy is -10753.93098 Eh. The HOMO energy is -8.1 eV.